This record from the Open Molecules 2025 dataset describes a 2-piece molecular cluster, C4H9N2 overall. The level of theory is ωB97M-V with the def2-TZVPD basis set.

Element x y z (Å)
C (-2.373, -0.729, -0.153)
C (1.514, 0.056, -0.388)
C (-1.642, -0.033, 0.833)
C (2.774, 0.060, 0.259)
N (0.377, -0.089, 0.298)
N (-2.363, 0.724, -0.275)
H (-1.914, -1.356, -0.944)
H (-3.209, -1.278, 0.139)
H (1.529, -0.163, -1.387)
H (3.408, 0.961, 0.050)
H (3.324, -0.778, -0.186)
H (2.786, 0.224, 1.401)
H (0.714, 0.200, 1.280)
H (-1.615, 1.022, -0.863)
H (-3.311, 1.178, -0.063)

Results
- E_HOMO: -14.118 eV
- Charge: +1
- LUMO: -4.364 eV
- Gap between HOMO and LUMO: 9.75 eV
- ΔE to the lowest compared entry with this formula, charge and spin: 6.686 eV

The molecule's Mulliken atomic charges, reported in e, are given here:
1. C -0.122
2. C 0.097
3. C -0.104
4. C -0.925
5. N -0.416
6. N -0.217
7. H 0.234
8. H 0.288
9. H 0.398
10. H 0.329
11. H 0.243
12. H 0.327
13. H 0.238
14. H 0.298
15. H 0.331

=====

This record from the Open Molecules 2025 dataset describes C2H3NOS in the gas phase. The level of theory is ωB97M-V with the def2-TZVPD basis set.

Element x y z (Å)
C (1.975, 1.288, -0.246)
C (-0.833, -0.851, -0.297)
N (0.854, 0.652, 0.164)
O (0.203, -0.252, -0.729)
S (2.838, 1.230, -1.712)
H (2.397, 1.968, 0.630)
H (-1.264, -0.449, 0.697)
H (-1.609, -1.409, -0.843)

Results
- E_HOMO (alpha / beta): -8.028 / -8.026 eV
- LUMO (alpha / beta): -1.918 / -1.935 eV
- Gap between HOMO and LUMO (alpha / beta): 6.11 / 6.09 eV
- ΔE to the lowest compared entry with this formula, charge and spin: 4.929 eV

The molecule's Mulliken atomic charges, reported in e, are given here:
1. C -0.051
2. C 0.000
3. N -0.574
4. O 0.110
5. S -0.301
6. H 0.271
7. H 0.267
8. H 0.279

=====

This record from the Open Molecules 2025 dataset describes C4H7IN2 as an isolated structure. The level of theory is ωB97M-V with the def2-TZVPD basis set.

Element x y z (Å)
C (-0.652, -0.110, 1.184)
C (-0.515, 0.796, -1.653)
C (1.721, -0.681, 0.678)
C (0.273, -0.688, 0.370)
N (-1.949, -0.041, 0.918)
N (0.284, 0.871, -2.535)
I (-2.347, 1.712, -1.142)
H (-0.364, 0.280, 2.121)
H (1.942, -1.617, 1.242)
H (2.369, -0.639, -0.232)
H (1.845, 0.177, 1.287)
H (-0.183, -1.421, -0.411)
H (-2.615, 0.176, 1.685)
H (0.191, 1.184, -3.513)

Results
- E_HOMO (alpha / beta): -7.801 / -7.559 eV
- LUMO (alpha / beta): -0.591 / -0.489 eV
- Gap between HOMO and LUMO (alpha / beta): 7.21 / 7.07 eV
- ΔE to the lowest compared entry with this formula, charge and spin: 4.408 eV

The molecule's Mulliken atomic charges, reported in e, are given here:
1. C -0.031
2. C -0.011
3. C -1.095
4. C -0.089
5. N -0.680
6. N -0.330
7. I 0.083
8. H 0.390
9. H 0.291
10. H 0.292
11. H 0.339
12. H 0.347
13. H 0.212
14. H 0.281

=====

This record from the Open Molecules 2025 dataset describes a 3-piece molecular cluster, C5H17NO2 overall. The level of theory is ωB97M-V with the def2-TZVPD basis set.

Element x y z (Å)
C (-1.318, -0.557, 0.933)
C (-0.891, -0.500, 2.414)
C (-0.181, -0.122, 0.002)
N (0.996, -1.003, 0.061)
C (0.722, -2.306, -0.518)
C (2.101, -0.369, -0.627)
H (-2.110, 0.129, 0.794)
H (-1.695, -1.541, 0.632)
H (-0.084, -1.224, 2.547)
H (-0.559, 0.515, 2.735)
H (-1.774, -0.748, 3.062)
H (0.131, 0.846, 0.280)
H (-0.577, -0.025, -1.033)
H (1.644, -2.947, -0.454)
H (0.420, -2.246, -1.545)
H (-0.106, -2.820, 0.043)
H (3.025, -0.972, -0.570)
H (1.892, -0.158, -1.706)
H (2.301, 0.589, -0.168)
H (-1.633, 2.760, 0.713)
H (-1.207, 2.757, -0.737)
O (-1.993, 2.796, -0.100)
H (0.350, 1.658, -2.001)
H (0.227, 2.919, -2.839)
O (0.319, 2.568, -1.918)

Results
- E_HOMO (alpha / beta): 0.888 / -5.605 eV
- Charge: -1
- LUMO (alpha / beta): 3.525 / 3.398 eV
- Gap between HOMO and LUMO (alpha / beta): 2.64 / 9.00 eV
- ΔE to the lowest compared entry with this formula, charge and spin: 0.956 eV
- Spin multiplicity: 2

The molecule's Mulliken atomic charges, reported in e, are given here:
1. C -0.567
2. C -1.221
3. C -1.647
4. N 0.614
5. C -1.206
6. C -1.667
7. H 0.592
8. H 0.385
9. H 0.302
10. H 0.266
11. H 0.381
12. H 0.747
13. H 0.035
14. H 0.378
15. H 0.490
16. H 0.183
17. H 0.491
18. H 0.468
19. H 0.290
20. H 0.368
21. H 0.364
22. O -0.857
23. H 0.278
24. H 0.613
25. O -1.080

=====

This record from the Open Molecules 2025 dataset describes C3H4N2O3 as an isolated structure. The level of theory is ωB97M-V with the def2-TZVPD basis set.

Element x y z (Å)
C (-1.611, 0.773, 0.662)
C (-0.284, 0.313, 0.386)
C (1.779, -0.455, -0.744)
H (-2.253, 1.185, -0.126)
H (0.415, 0.389, 1.092)
H (1.312, -2.619, -0.262)
H (2.906, -0.807, -0.426)
N (0.989, -1.413, -0.566)
N (1.427, 0.825, -0.863)
O (-2.095, 0.228, 1.798)
O (-0.239, -1.079, -0.074)
O (0.010, 1.125, -0.737)

Results
- E_HOMO: -8.956 eV
- LUMO: -0.591 eV
- Gap between HOMO and LUMO: 8.37 eV
- ΔE to the lowest compared entry with this formula, charge and spin: 8.583 eV

The molecule's Mulliken atomic charges, reported in e, are given here:
1. C -0.203
2. C 0.335
3. C 0.100
4. H 0.339
5. H 0.434
6. H 0.365
7. H 0.243
8. N -0.154
9. N -0.485
10. O -0.474
11. O -0.270
12. O -0.230

=====

This record from the Open Molecules 2025 dataset describes C60H61Co2N3O5P as an isolated structure. The level of theory is ωB97M-V with the def2-TZVPD basis set.

Element x y z (Å)
C (-5.516, 0.210, 0.904)
C (-5.892, 0.036, -0.564)
C (-7.137, 0.850, -0.930)
C (-6.058, -1.441, -0.933)
C (-7.071, -2.193, -0.336)
C (-7.271, -3.523, -0.699)
C (-6.468, -4.116, -1.675)
C (-5.453, -3.388, -2.293)
C (-4.544, -4.025, -3.343)
C (-5.284, -4.994, -4.269)
C (-3.343, -4.704, -2.692)
C (-5.242, -2.057, -1.895)
N (-4.181, -1.295, -2.511)
N (-4.333, -0.749, -3.737)
N (-3.188, -0.049, -3.932)
C (-3.039, 0.817, -5.085)
C (-3.289, 2.190, -4.950)
C (-3.785, 2.795, -3.631)
C (-5.191, 3.385, -3.778)
C (-2.810, 3.828, -3.069)
C (-3.124, 3.008, -6.069)
C (-2.730, 2.463, -7.291)
C (-2.510, 1.091, -7.412)
C (-2.673, 0.250, -6.310)
C (-2.461, -1.261, -6.451)
C (-1.010, -1.599, -6.792)
C (-3.438, -1.877, -7.454)
C (-2.292, -0.245, -2.909)
C (-0.951, 0.318, -2.952)
C (-2.901, -1.055, -1.970)
C (-2.479, -1.587, -0.771)
H (-4.588, -0.332, 1.121)
H (-5.360, 1.270, 1.132)
H (-6.307, -0.175, 1.560)
H (-5.060, 0.409, -1.172)
H (-7.368, 0.741, -1.997)
H (-8.008, 0.516, -0.350)
H (-6.969, 1.914, -0.724)
H (-7.703, -1.717, 0.418)
H (-8.058, -4.105, -0.216)
H (-6.623, -5.159, -1.961)
H (-4.183, -3.188, -3.958)
H (-6.172, -4.520, -4.703)
H (-4.624, -5.296, -5.090)
H (-5.592, -5.898, -3.728)
H (-2.799, -4.006, -2.046)
H (-3.678, -5.549, -2.076)
H (-2.657, -5.081, -3.459)
H (-3.845, 1.964, -2.918)
H (-5.892, 2.626, -4.147)
H (-5.555, 3.744, -2.808)
H (-5.187, 4.228, -4.482)
H (-1.810, 3.398, -2.937)
H (-2.730, 4.693, -3.740)
H (-3.163, 4.179, -2.092)
H (-3.307, 4.081, -5.966)
H (-2.589, 3.114, -8.155)
H (-2.200, 0.653, -8.365)
H (-2.690, -1.688, -5.467)
H (-0.324, -1.162, -6.055)
H (-0.869, -2.686, -6.791)
H (-0.743, -1.213, -7.784)
H (-4.472, -1.672, -7.151)
H (-3.278, -1.466, -8.460)
H (-3.302, -2.964, -7.495)
H (-0.400, -0.054, -2.077)
H (-0.398, 0.021, -3.860)
H (-0.956, 1.419, -2.916)
H (-1.465, -1.363, -0.478)
H (-3.164, -2.207, -0.202)
O (1.409, -1.159, 0.405)
C (2.413, -1.682, 0.656)
Co (3.986, -2.390, 0.941)
C (3.936, -4.132, 1.115)
O (3.938, -5.280, 1.272)
C (4.617, -2.065, -0.650)
O (5.048, -1.729, -1.673)
C (5.121, -1.115, 2.025)
C (4.591, 0.188, 1.928)
C (4.753, 1.236, 1.078)
C (3.719, 2.161, 0.697)
C (3.860, 2.932, -0.488)
C (2.875, 3.839, -0.854)
C (1.743, 4.015, -0.038)
C (1.585, 3.248, 1.123)
C (2.566, 2.332, 1.489)
Co (3.945, -0.776, 3.329)
C (2.260, -0.372, 3.593)
O (1.154, -0.179, 3.903)
C (3.975, -2.359, 4.086)
O (4.061, -3.386, 4.619)
P (4.891, 0.259, 5.044)
C (3.706, 1.278, 6.001)
C (3.840, 2.667, 6.135)
C (2.817, 3.414, 6.726)
C (1.699, 2.771, 7.261)
C (1.617, 1.375, 7.238)
C (2.613, 0.628, 6.602)
C (5.683, -0.785, 6.331)
C (5.383, -0.662, 7.697)
C (5.932, -1.556, 8.621)
C (6.853, -2.519, 8.203)
C (7.234, -2.584, 6.858)
C (6.635, -1.736, 5.920)
C (6.213, 1.456, 4.599)
C (7.537, 1.357, 5.060)
C (8.529, 2.165, 4.500)
C (8.213, 3.075, 3.487)
C (6.883, 3.241, 3.088)
C (5.883, 2.474, 3.688)
H (6.187, -1.331, 2.149)
H (5.727, 1.350, 0.583)
H (4.760, 2.779, -1.091)
H (2.990, 4.409, -1.779)
H (0.983, 4.747, -0.310)
H (0.700, 3.353, 1.751)
H (2.464, 1.733, 2.394)
H (4.743, 3.166, 5.787)
H (2.907, 4.499, 6.770)
H (0.897, 3.356, 7.712)
H (0.778, 0.863, 7.712)
H (2.553, -0.464, 6.601)
H (4.719, 0.130, 8.040)
H (5.640, -1.487, 9.669)
H (7.285, -3.210, 8.927)
H (7.996, -3.296, 6.536)
H (6.922, -1.801, 4.866)
H (7.780, 0.654, 5.857)
H (9.557, 2.074, 4.852)
H (8.997, 3.668, 3.015)
H (6.617, 3.960, 2.311)
H (4.835, 2.646, 3.425)

Results
- E_HOMO: -7.778 eV
- Charge: +1
- LUMO: -5.924 eV
- Gap between HOMO and LUMO: 1.85 eV

Results of the Mulliken charge analysis, in e, for atoms 1 through 99:
1. C -1.416
2. C 1.758
3. C -1.452
4. C 0.645
5. C -0.227
6. C -1.524
7. C -0.459
8. C 0.710
9. C 2.043
10. C -1.721
11. C -1.319
12. C -1.671
13. N 1.816
14. N -1.025
15. N 1.730
16. C -1.747
17. C 0.722
18. C 1.545
19. C -1.480
20. C -1.486
21. C -0.302
22. C -1.611
23. C -0.299
24. C 1.019
25. C 1.154
26. C -1.363
27. C -1.526
28. C 0.660
29. C -1.060
30. C 1.028
31. C -1.929
32. H 0.316
33. H 0.431
34. H 0.310
35. H -0.850
36. H 0.342
37. H 0.330
38. H 0.389
39. H 0.379
40. H 0.361
41. H 0.282
42. H -0.615
43. H 0.400
44. H 0.422
45. H 0.382
46. H 0.306
47. H 0.336
48. H 0.362
49. H -0.446
50. H 0.343
51. H 0.396
52. H 0.328
53. H 0.267
54. H 0.293
55. H 0.428
56. H 0.382
57. H 0.367
58. H 0.390
59. H -0.320
60. H 0.283
61. H 0.429
62. H 0.310
63. H 0.364
64. H 0.336
65. H 0.420
66. H 0.264
67. H 0.017
68. H -0.126
69. H 0.104
70. H 0.436
71. O -0.260
72. C 0.119
73. Co 0.064
74. C 0.191
75. O -0.282
76. C 0.194
77. O -0.303
78. C -0.867
79. C 0.047
80. C -0.330
81. C 1.027
82. C -0.578
83. C -0.692
84. C -0.448
85. C -0.906
86. C 0.175
87. Co 1.175
88. C -0.091
89. O -0.366
90. C 0.169
91. O -0.373
92. P 2.505
93. C -0.204
94. C -0.530
95. C -0.798
96. C -0.584
97. C -0.817
98. C -0.101
99. C -0.426